(1)
Density functional theory data (wB97M-V/def2-TZVPD) for 10 unconnected molecules or ions with the total composition C30H57Br10NO4 at a distorted geometry.

Summary:
- HOMO energy: -8.5 eV
- Calculated total energy: -27273.00158 Eh
- F_max: 4.394 eV/Å
- SMILES: c1cc[nH]c1.C1CCOC1.C1CCOC1.C1CCOC1.C1CCOC1.BrCCBr.BrCCBr.BrCCBr.BrCCBr.BrCCBr
- Lowest unoccupied orbital energy: -0.0010 hartree
- Frontier orbital gap: 8.486 eV

```
! RIJCOSX wB97M-V def2-TZVPD def2/J DEFGRID3
* xyz 0 1
C -0.071 2.287 -3.362
H 2.913 -4.426 2.223
C 1.711 0.277 2.956
H 4.576 5.682 0.950
H 4.375 -3.284 2.057
H -1.825 1.456 1.200
H 4.432 6.285 -0.686
C -0.026 -6.226 1.846
H 0.059 -2.212 0.159
C -3.988 2.389 -1.453
Br 5.238 -2.365 -3.827
C -1.102 0.826 0.703
H 0.538 2.047 -0.149
C -4.184 2.975 -0.090
C -1.443 -4.714 3.021
Br -3.595 -1.878 -3.375
H 3.104 4.702 -1.412
O -6.174 1.938 -0.729
C -0.076 -1.140 0.173
H -1.889 3.198 -4.203
C 1.695 1.282 4.063
H 1.046 5.292 -0.581
H -0.236 1.216 -3.243
H -0.258 4.986 -4.584
H 5.122 -5.560 1.967
H 4.141 -6.030 0.661
H 3.537 -1.245 -2.330
C 4.626 -1.291 -2.311
O -1.637 -6.051 3.468
C -0.884 2.907 -4.511
H 1.691 -0.287 -0.777
H -0.478 -4.294 1.226
C -3.763 -0.442 4.149
H -2.993 2.040 -1.730
C 3.053 4.708 -0.324
Br 2.074 -1.526 3.708
H 1.046 0.943 4.871
Br 4.899 1.179 -0.777
H -5.278 0.250 2.707
C 0.722 -0.145 -0.322
Br 2.841 -3.207 0.024
H 0.724 -6.741 2.447
C -0.218 -4.839 2.134
H 1.992 2.661 -2.830
C 0.106 1.076 0.046
H -1.090 -3.893 -3.675
H 4.802 0.617 -3.278
H 6.360 0.068 -2.520
H 0.139 -6.508 0.806
C 5.272 0.084 -2.451
C 3.858 5.913 0.163
C 1.670 4.956 0.247
C 4.635 -5.154 1.081
Br -4.238 -1.758 1.543
H -4.801 0.399 -1.042
C 1.382 2.573 -3.729
H 2.511 0.506 2.253
C -4.248 -0.108 2.706
H -4.032 0.381 4.811
H -1.195 -7.892 2.730
H -0.315 2.837 -2.453
H -6.095 3.944 -0.036
H -3.744 2.283 0.627
Br 5.982 -4.444 -0.184
C -2.831 -3.512 -2.426
Br 1.316 3.120 3.344
C 1.931 6.222 1.087
C 3.714 -4.023 1.603
C -5.710 2.960 0.230
H -2.379 -4.525 2.495
C -1.310 -6.879 2.344
H 1.277 4.171 0.894
H -3.421 -4.368 -2.756
Br -1.784 -0.836 4.075
H -5.468 1.052 -2.489
H 2.690 1.365 4.501
H -3.069 -3.477 -1.363
Br -1.024 -5.366 -1.505
H 4.982 -1.858 -1.451
H 0.077 4.065 -6.079
H -4.121 3.238 -2.124
C 0.042 4.020 -4.990
H -4.356 -1.339 4.330
H -2.135 -6.915 1.632
H 1.682 1.716 -4.332
H -5.802 2.784 1.301
H -0.965 2.169 -5.308
C -1.356 -3.740 -2.629
H 0.720 -4.446 2.524
O 1.397 3.697 -4.589
H 2.234 6.030 2.117
C -5.111 1.339 -1.499
H -0.756 -2.928 -2.217
H -1.358 -4.014 3.852
H -3.706 3.953 -0.036
H -1.866 -1.122 1.332
H 1.138 6.965 1.170
O 2.940 6.897 0.530
H 3.511 3.784 0.028
N -1.196 -0.615 0.771
H 0.703 0.210 2.547
H -3.621 0.702 2.333
*
```

Löwdin population analysis, charges in e, atoms 1 to 2: atom 1 (C): -0.180, atom 2 (H): 0.033



(2)
Density functional theory data (wB97M-V/def2-TZVPD) for 12 unconnected molecules or ions with the total composition C41H100NO36P7S4 at a distorted geometry.

Summary:
- HOMO energy: -8.4 eV
- Calculated total energy: -8368.23537 Eh
- F_max: 5.759 eV/Å
- SMILES: COP(=O)(OC)OC.COP(=O)(OC)OC.COP(=O)(OC)OC.COP(=O)(OC)OC.COP(=O)(OC)OC.COP(=O)(OC)OC.COP(=O)(OC)OC.O=S1(=O)CCCC1.O=S1(=O)CCCC1.O=S1(=O)CCCC1.O=S1(=O)CCCC1.c1cc[nH]c1
- Lowest unoccupied orbital energy: -0.0028 hartree
- Frontier orbital gap: 8.348 eV

```
! RIJCOSX wB97M-V def2-TZVPD def2/J DEFGRID3
* xyz 0 1
H 6.943 3.193 2.468
C 6.383 3.839 3.145
H -2.841 5.749 -4.353
O -3.274 3.177 -5.285
H -6.210 -3.107 -5.622
S -6.371 2.349 3.762
H -1.387 -5.850 -2.939
H 5.033 -3.279 -3.968
H 4.864 -3.018 -5.561
O 5.522 1.316 2.052
C -2.365 5.539 -3.396
H -3.635 -3.299 -1.730
O 4.385 3.244 0.950
C 1.041 -2.731 -4.577
C 2.987 -5.571 0.885
H -3.335 5.222 4.701
H -2.860 -1.849 -1.836
C 5.230 -2.482 -4.685
H 3.178 4.898 1.658
O -0.746 4.488 -0.273
H -3.698 4.420 6.125
H 6.367 1.178 3.957
H -0.277 4.369 -5.109
H 1.229 0.052 5.883
C -2.856 -6.844 -0.243
H 4.564 -4.295 0.335
P -1.836 -5.125 1.514
O -0.745 2.680 3.770
O -2.596 4.246 -2.997
H 0.797 -3.755 6.464
H -0.666 5.387 2.178
H 2.981 -6.299 -1.271
S 0.871 -3.153 -6.388
P 4.366 2.391 2.339
O -3.170 -3.749 -5.868
O 4.235 -1.469 -4.568
H -0.355 -1.448 -7.725
H -0.836 -0.062 -5.771
C -3.018 -2.877 1.578
H -5.781 -4.829 -5.522
H 3.938 -0.436 -7.204
C 2.442 -5.750 -0.499
C -1.655 1.465 6.635
C 2.332 -1.310 4.523
O 0.906 5.756 -1.737
H 1.138 3.441 -0.056
C 2.479 -2.418 5.613
H -5.535 0.035 3.759
H 6.300 -2.291 -4.598
H -4.136 -4.710 3.647
H 3.332 -3.050 5.364
H -1.345 -2.540 -6.893
C -0.645 -1.105 -5.519
C 5.936 0.562 3.168
C 3.656 -4.208 0.932
H 3.953 1.410 -1.978
C 3.823 4.543 0.854
O -1.719 -6.291 0.381
O -6.249 2.931 5.080
C 1.390 0.484 0.247
H 2.671 -1.981 6.593
C 1.127 -3.135 5.631
C -2.692 -2.894 -2.096
H -6.451 3.781 1.845
H 5.138 -0.108 3.490
H 0.980 5.110 2.369
S 2.028 -4.076 -1.169
H -5.194 0.725 1.402
C 0.067 3.445 0.143
H 0.267 6.777 2.645
H -0.130 2.492 -0.348
H 1.357 7.814 -1.861
C 0.521 -1.359 -4.556
H 6.801 3.758 4.148
C -3.134 4.276 5.203
H 6.641 -0.208 2.856
C -4.459 2.749 1.877
O -0.981 2.637 -4.047
O -2.500 -2.917 -3.512
C 1.035 -0.533 4.984
H 0.535 2.893 -5.397
C 2.064 3.494 5.162
H 3.729 1.311 -7.428
H -2.917 -6.734 -1.325
C -6.074 -3.951 -4.946
H -3.002 -7.880 0.065
C -4.547 1.225 2.122
O -2.746 -5.813 2.730
H -1.821 -3.255 -1.549
H 2.260 1.120 0.169
H 0.502 -3.384 -3.891
O -3.210 -5.330 -3.842
H 1.305 -0.606 -4.635
H -1.403 0.916 7.543
O -1.189 -2.016 4.663
O -7.604 1.921 3.120
H 1.475 -6.251 -0.450
H -0.998 -0.624 2.038
H 2.203 -1.847 3.583
C -0.252 -0.894 -0.034
H -2.822 0.659 -1.331
P 4.621 0.080 -4.311
O 4.831 0.624 -5.829
H 0.995 -3.736 4.731
H -3.413 3.315 4.771
H 2.116 -5.534 1.539
H -4.224 1.163 4.233
O 0.718 6.230 0.759
O -5.091 -3.595 -3.974
C -1.891 -5.813 -3.905
H 2.858 3.590 5.903
O -1.777 4.450 5.341
H 2.560 3.854 4.262
H 3.233 -0.706 4.414
H 4.073 -3.978 1.913
H -3.783 -6.318 -0.017
H 2.768 0.542 -6.236
H 0.528 0.045 4.211
P -3.500 -3.848 -4.416
O -0.720 2.477 6.508
H -5.409 4.373 3.083
C -3.111 1.631 -1.729
O -0.488 -4.615 1.908
O 2.093 -2.769 -7.083
H 3.671 -6.330 1.264
P -0.191 5.966 -0.550
C 2.654 -3.168 0.352
O 3.226 0.827 -3.822
H -3.489 3.038 2.282
C 3.340 1.763 -2.806
H 2.103 -2.680 -4.339
O -2.834 -4.063 0.822
C -0.455 -1.928 -6.751
N 0.767 0.366 1.460
H -2.425 2.382 -1.338
O -1.197 7.057 -0.813
H -4.580 -5.459 1.959
H 1.941 2.422 5.008
C -0.283 -0.481 1.241
H -1.558 0.827 5.757
H 3.775 2.687 -3.188
H -4.126 1.707 -1.338
O 5.028 3.402 3.338
H -1.303 5.780 -3.435
H -3.031 -2.006 0.923
H 2.363 2.033 -2.406
H 1.829 -3.169 1.064
S -0.140 -1.801 5.644
H -2.863 6.104 -2.607
C -4.124 -5.543 2.945
H 0.717 3.743 -3.857
C 1.619 6.846 -2.291
O -3.128 1.752 -3.128
H -1.229 -5.130 -4.438
H 1.016 0.775 2.349
H 0.289 -1.045 -3.538
H -1.503 -1.352 -4.894
H -0.076 3.206 1.197
O 2.849 -3.776 -2.325
H 4.628 5.275 0.789
H 1.544 6.903 -3.377
H 3.250 4.657 -0.067
O 2.961 1.912 2.746
C 0.808 -0.356 -0.599
P -2.544 2.988 -4.019
H -1.798 -6.823 -4.305
H -7.006 -4.248 -4.464
H -2.260 -2.672 2.334
H 2.654 6.737 -1.968
C -5.641 3.477 2.507
C 3.759 0.508 -6.690
H 2.951 -2.123 0.261
H -4.532 -6.375 3.519
H -0.985 -1.550 -0.480
O 0.795 4.025 5.410
P -0.634 3.350 5.071
O 0.283 -4.516 -6.461
C 0.000 3.436 -4.618
O 5.764 0.284 -3.362
H -2.671 1.840 6.763
H -3.985 -2.926 2.079
C -5.047 0.985 3.541
H 6.583 4.865 2.836
O -0.521 -1.378 7.011
H -3.614 0.678 1.983
H -4.452 2.974 0.811
O 0.584 -4.019 -1.236
H 1.154 -0.478 -1.615
C 0.293 5.882 2.023
*
```

Löwdin population analysis, charges in e, atoms 1 to 2: atom 1 (H): 0.094, atom 2 (C): -0.075